C7H10 | ωB97M-V with the def2-TZVPD basis set

Geometry (Å):
C: -1.83644 0.49938 -0.08303
C: -1.14961 -0.79782 -0.38038
C: 0.24077 -0.99626 0.85884
C: 1.04155 0.13985 1.36589
C: 1.63087 0.84429 0.37872
C: 1.09388 0.51319 -0.96799
C: 0.29118 -0.95079 -0.62649
H: -2.05172 1.08459 -0.98747
H: -2.79223 0.32726 0.42875
H: -1.20737 1.09710 0.57797
H: -1.82576 -1.51353 -0.90831
H: 0.15476 -1.86096 1.51272
H: 1.28278 0.27794 2.41941
H: 2.53975 1.42939 0.52358
H: 0.22279 1.11515 -1.24822
H: 1.84866 0.70392 -1.76099
H: 0.51614 -1.91269 -1.10300

Summary:
**Energy**: -272.59898 hartree
**Spin multiplicity**: 1
**Energy relative to the best compared isomer or geometry (same formula, charge and spin)**: 3.239 eV
**Highest occupied orbital energy**: -7.71 eV
**SMILES**: C[C@@H]1[C@@H]2C=CC[C@H]12